(1)
{"formula": "C13H26Cl6O20S5", "method": "ωB97M-V/def2-TZVPD", "multiplicity": 2, "charge": 1, "homo_lumo_gap_ha": [0.3509, 0.0812], "total_energy_ev": -184144.782, "homo_energy_ev": [-12.72, -12.72], "symbols": ["C", "C", "O", "S", "O", "O", "O", "H", "H", "H", "H", "C", "C", "O", "S", "O", "O", "O", "H", "H", "H", "H", "C", "C", "O", "S", "O", "O", "O", "H", "H", "H", "H", "C", "C", "O", "S", "O", "O", "O", "H", "H", "H", "H", "C", "C", "O", "S", "O", "O", "O", "H", "H", "H", "H", "C", "Cl", "Cl", "H", "H", "C", "Cl", "Cl", "H", "H", "C", "Cl", "Cl", "H", "H"], "positions_angstrom": [[-21.282, -10.074, -4.947], [-20.142, -11.078, -4.449], [-19.925, -11.920, -5.575], [-20.979, -11.844, -6.813], [-21.707, -13.134, -7.044], [-20.283, -11.157, -7.857], [-21.941, -10.670, -6.043], [-20.898, -9.120, -5.309], [-22.009, -9.895, -4.155], [-20.499, -11.712, -3.638], [-19.317, -10.495, -4.040], [-10.400, -9.880, -6.665], [-10.984, -9.506, -8.041], [-12.369, -9.772, -7.928], [-12.916, -10.406, -6.438], [-13.646, -11.689, -6.577], [-13.526, -9.371, -5.594], [-11.369, -10.524, -5.907], [-10.112, -9.005, -6.082], [-9.519, -10.510, -6.786], [-10.539, -9.984, -8.914], [-10.775, -8.456, -8.244], [-18.224, -7.020, -10.418], [-18.966, -8.386, -10.236], [-18.899, -9.097, -11.430], [-17.867, -8.391, -12.550], [-18.641, -7.621, -13.552], [-16.857, -9.331, -13.010], [-17.312, -7.294, -11.453], [-17.703, -6.667, -9.528], [-18.819, -6.186, -10.791], [-20.026, -8.258, -10.015], [-18.570, -8.973, -9.408], [-14.482, -12.193, -1.225], [-14.874, -11.376, -2.498], [-14.656, -9.966, -2.146], [-13.955, -9.850, -0.670], [-14.325, -8.620, 0.009], [-12.496, -10.125, -0.747], [-14.755, -11.195, -0.229], [-13.440, -12.490, -1.349], [-15.239, -12.961, -1.070], [-15.921, -11.575, -2.729], [-14.281, -11.700, -3.353], [-17.114, -13.296, -6.850], [-16.108, -14.436, -7.041], [-15.590, -14.520, -5.718], [-16.815, -14.561, -4.645], [-16.349, -14.087, -3.334], [-17.473, -15.858, -4.705], [-17.626, -13.398, -5.553], [-17.873, -13.348, -7.631], [-16.569, -12.354, -6.897], [-15.312, -14.030, -7.665], [-16.562, -15.372, -7.367], [-16.453, -8.975, -6.222], [-18.103, -8.505, -6.902], [-16.671, -9.759, -4.595], [-16.060, -9.776, -6.848], [-15.834, -8.101, -6.015], [-17.480, -5.131, -5.585], [-17.211, -3.397, -5.450], [-18.288, -5.971, -4.253], [-18.212, -5.027, -6.386], [-16.560, -5.655, -5.844], [-14.862, -8.973, -10.107], [-14.865, -7.310, -9.332], [-16.057, -10.136, -9.434], [-15.026, -8.946, -11.184], [-13.873, -9.396, -9.930]], "atomic_forces_ev_per_a": [[0.8338, -0.3552, 0.4688], [-2.5177, 0.8053, -0.2301], [0.3621, -0.6091, -0.6131], [-1.7298, -0.3382, 1.4021], [2.3976, 4.3238, 0.9908], [-0.4533, -0.8261, -0.0795], [0.2781, -2.4260, -1.1908], [0.3701, -0.0058, 0.2617], [-0.0151, -0.0714, -0.1063], [-0.1936, -0.0011, -0.0546], [0.5167, -0.3280, -0.9063], [1.3744, 0.8210, -0.6093], [0.5420, 0.4974, 0.6024], [-2.4254, -0.9014, 1.0526], [1.2220, 0.6999, -0.2153], [2.2144, 3.2355, 0.0256], [0.6675, -1.7788, -1.8512], [-2.5542, -1.9490, 0.5265], [0.0783, 0.1684, -0.2904], [-0.2043, -0.2201, 0.1951], [-0.3317, -0.8365, 0.3026], [-0.6244, 0.2504, 0.2813], [-1.0126, -0.4390, -0.3007], [-0.7611, 1.1892, 1.3432], [1.5541, -0.0661, -2.5641], [-1.9233, 1.5112, -0.7822], [1.8033, -2.2227, 2.5131], [-1.4535, 1.6566, 1.4019], [1.6763, -1.3316, -1.4956], [0.2309, -0.4157, -0.1066], [-0.6066, -0.2288, 0.2326], [-0.0372, 0.3088, -0.0250], [0.3520, 0.0011, -0.3546], [-1.9141, 1.3043, -0.9809], [1.1944, -0.2273, 0.5348], [0.8596, -0.9365, -0.6765], [1.1897, 1.2308, 1.8054], [0.0076, -3.1607, -1.7146], [-3.3178, 0.0413, -0.6564], [1.7067, 0.8790, 1.0579], [0.1249, -0.1583, 0.6359], [0.6162, -0.3208, 0.1279], [-0.4865, 0.4005, -0.0422], [-0.0624, 0.7201, -0.3504], [0.6404, -0.0664, -1.2624], [-0.4153, 1.2478, 0.2848], [0.4529, -0.9996, 1.8547], [0.2213, -0.6607, -1.1461], [-0.8693, -0.0277, -2.6724], [0.8131, 2.5524, 0.1262], [-0.4065, -1.4598, 2.8354], [-0.3549, 0.1723, 0.3880], [-0.0858, 0.1291, -0.1756], [0.0569, -0.6791, -0.0690], [0.2526, 0.0055, -0.0156], [-1.5733, -0.2519, 0.4148], [1.5905, -0.3280, 0.7881], [-0.0665, 0.2958, -0.3284], [0.1597, 0.5696, -0.0713], [-0.1085, -0.2400, -0.5043], [-0.9207, 0.4072, -1.0291], [0.6072, 0.3944, 0.9431], [0.2923, 0.2786, 0.1911], [0.2710, -1.3009, -0.1246], [-0.2319, 0.2021, 0.0294], [0.4527, -0.0082, 0.1896], [-0.1805, -1.3845, -0.5475], [0.4221, 0.5652, -0.1549], [-0.3266, 0.5317, 0.2570], [-0.2412, 0.1647, 0.2336]], "nbo_charge": [-0.09, -0.08, -0.70, 2.46, -0.81, -0.89, -0.67, 0.19, 0.21, 0.19, 0.20, -0.10, -0.09, -0.68, 2.44, -0.84, -0.89, -0.67, 0.20, 0.21, 0.21, 0.21, -0.10, -0.11, -0.66, 2.45, -0.86, -0.86, -0.69, 0.21, 0.20, 0.20, 0.20, -0.12, -0.11, -0.45, 2.42, -0.74, -0.69, -0.58, 0.26, 0.27, 0.30, 0.26, -0.09, -0.11, -0.68, 2.47, -0.91, -0.84, -0.67, 0.22, 0.18, 0.23, 0.22, -0.33, -0.03, 0.01, 0.25, 0.25, -0.41, 0.00, -0.02, 0.23, 0.21, -0.36, -0.05, -0.05, 0.25, 0.23]}

(2)
{"formula": "C13H26I2NOP2Pb", "method": "ωB97M-V/def2-TZVPD", "multiplicity": 1, "charge": 3, "e_above_lowest_kcal_mol": 0.0, "homo_lumo_gap_ha": 0.1786, "total_energy_ev": -57437.169, "homo_energy_ev": -17.83, "symbols": ["I", "I", "Pb", "P", "C", "C", "H", "H", "H", "H", "H", "H", "C", "H", "H", "H", "P", "C", "C", "H", "H", "H", "C", "H", "H", "H", "H", "H", "H", "C", "O", "C", "C", "C", "C", "C", "C", "N", "H", "H", "H", "H", "H", "H", "H", "H"], "positions_angstrom": [[-2.973, 0.016, 0.098], [3.131, -0.012, -0.639], [0.064, 0.057, -0.537], [0.046, -2.738, -0.295], [-0.165, -3.571, 1.312], [-1.321, -3.344, -1.327], [-1.173, -4.411, -1.534], [1.333, -4.539, -1.230], [-1.329, -2.788, -2.274], [1.802, -2.954, -1.933], [-1.131, -3.286, 1.752], [-2.278, -3.179, -0.819], [1.536, -3.484, -1.010], [-0.129, -4.662, 1.171], [2.374, -3.397, -0.309], [0.645, -3.262, 1.989], [-0.118, 2.848, -0.336], [-0.495, 3.969, 1.045], [1.492, 3.398, -0.981], [-1.254, 2.697, -2.477], [-1.254, 4.374, -1.843], [-2.370, 3.136, -1.166], [-1.369, 3.316, -1.579], [1.767, 2.792, -1.855], [1.452, 4.460, -1.251], [-0.771, 4.942, 0.619], [0.355, 4.057, 1.734], [2.255, 3.232, -0.207], [-1.363, 3.578, 1.593], [-0.182, -0.346, 1.991], [-0.678, -0.781, 2.928], [4.023, 0.856, 2.767], [2.864, 1.646, 3.214], [2.901, 3.057, 3.505], [1.631, 3.378, 4.011], [0.861, 2.156, 3.983], [-0.565, 2.007, 4.321], [1.629, 1.140, 3.504], [3.760, -0.203, 2.799], [4.896, 1.026, 3.419], [4.291, 1.109, 1.728], [3.774, 3.688, 3.355], [1.249, 4.321, 4.405], [-0.720, 1.193, 5.043], [-0.918, 2.950, 4.749], [-1.171, 1.800, 3.430]], "atomic_forces_ev_per_a": [[1.2544, 0.0654, -0.5303], [-1.5066, 0.0470, -0.2652], [-0.1771, -0.3249, 0.9995], [-0.1370, -1.7335, -0.5480], [-0.0258, 0.8996, 0.4761], [-0.1756, 0.7524, -0.0993], [0.0218, 0.1577, 0.1280], [-0.0514, 0.1903, 0.0792], [-0.0759, -0.2591, 0.1044], [0.0145, -0.2615, 0.0990], [0.2500, -0.1877, -0.0848], [0.1730, -0.0943, -0.1319], [0.3432, 0.7172, -0.0366], [0.0146, 0.3127, -0.2016], [-0.1578, -0.0704, -0.1641], [-0.2333, -0.2436, -0.1217], [0.2760, 1.2154, -1.1956], [-0.1750, -0.7803, 0.7291], [0.0342, -0.4517, 0.1577], [-0.0584, 0.2282, 0.1015], [0.0676, -0.1791, 0.1217], [0.1979, 0.0898, -0.1255], [-0.0856, -0.7186, 0.0398], [-0.0254, 0.2783, 0.1380], [-0.0389, -0.1676, 0.0519], [0.1865, -0.1630, 0.0030], [-0.2048, 0.0941, -0.2948], [-0.1128, 0.1313, -0.2400], [0.1103, 0.2151, -0.0958], [-1.5900, -1.4013, 2.9524], [1.5930, 1.2278, -2.6916], [-1.0632, -0.5605, 0.4892], [-0.8990, -1.9553, 0.4422], [-2.7181, 3.3087, 1.4407], [3.8839, 1.5498, -0.6108], [0.4192, -2.5169, -1.0707], [0.4463, 0.8994, 0.4867], [-0.0010, -0.4015, -0.3506], [0.1036, 0.0962, -0.0704], [-0.1335, 0.3299, -0.1903], [0.0989, 0.3111, 0.2895], [-0.3172, 0.0116, 0.1738], [0.3424, -0.1862, -0.2003], [0.0734, -0.0365, -0.2214], [-0.1028, -0.2557, 0.0148], [0.1613, -0.1798, 0.0232]], "nbo_charge": [-0.17, -0.20, 0.85, 1.10, -0.96, -0.97, 0.30, 0.30, 0.27, 0.27, 0.27, 0.28, -0.97, 0.31, 0.27, 0.26, 1.06, -0.95, -0.96, 0.27, 0.29, 0.28, -0.96, 0.27, 0.29, 0.30, 0.25, 0.26, 0.27, 0.52, -0.42, -0.73, 0.58, -0.21, -0.22, 0.57, -0.74, -0.61, 0.27, 0.32, 0.31, 0.29, 0.28, 0.33, 0.27, 0.29]}

(3)
{"formula": "C13H26IrN", "method": "ωB97M-V/def2-TZVPD", "multiplicity": 5, "charge": 2, "homo_lumo_gap_ha": [0.2685, 0.2447], "total_energy_ev": -18210.208, "homo_energy_ev": [-13.76, -17.62], "symbols": ["C", "H", "H", "H", "C", "H", "H", "C", "H", "H", "H", "C", "C", "C", "C", "C", "C", "C", "C", "C", "C", "Ir", "H", "H", "H", "H", "H", "H", "H", "H", "H", "H", "H", "H", "H", "H", "H", "N", "H", "H", "H"], "positions_angstrom": [[1.247, 2.011, 0.040], [2.093, 2.506, 0.521], [1.677, 1.670, -0.918], [1.233, 1.069, 0.906], [0.195, 3.060, -0.157], [-0.707, 2.605, -0.582], [-0.055, 3.508, 0.807], [0.735, 4.163, -1.077], [-0.049, 4.893, -1.321], [1.558, 4.718, -0.597], [1.104, 3.769, -2.033], [-0.882, -2.083, 0.609], [-1.520, -1.175, -0.297], [-0.522, -0.714, -1.235], [0.733, -1.321, -0.868], [0.505, -2.144, 0.288], [1.505, -2.998, 0.996], [2.028, -1.173, -1.575], [-0.754, 0.218, -2.358], [-2.967, -0.836, -0.279], [-1.556, -2.837, 1.713], [-0.011, -0.031, 0.703], [2.839, -1.513, -0.922], [2.037, -1.766, -2.501], [2.188, -0.119, -1.832], [2.519, -2.676, 0.746], [1.364, -2.940, 2.081], [1.408, -4.056, 0.709], [-2.420, -2.289, 2.094], [-1.928, -3.822, 1.372], [-0.861, -3.030, 2.534], [-3.144, 0.074, -0.855], [-3.572, -1.641, -0.716], [-3.312, -0.688, 0.751], [0.033, 0.984, -2.358], [-0.727, -0.319, -3.316], [-1.727, 0.700, -2.233], [-0.062, 0.909, 2.526], [0.640, 0.588, 3.192], [-0.956, 0.816, 3.011], [0.090, 1.908, 2.427]], "atomic_forces_ev_per_a": [[2.5149, -0.0451, 0.1465], [0.3143, -0.0393, 0.0718], [-0.3395, -0.1888, 0.4710], [1.6415, 2.6402, -1.9702], [-0.6520, -0.1143, 0.1337], [-0.1773, 0.2472, -0.0004], [-0.2685, 0.0348, -0.0210], [0.0171, 0.3874, -0.1984], [0.1795, -0.2726, 0.1874], [-0.2709, -0.2897, -0.1367], [-0.0576, -0.0377, 0.2423], [-0.6557, -2.5570, -0.2794], [-0.8582, -1.0074, -0.9649], [-0.1305, -0.5975, -1.0478], [0.5707, -0.8141, -1.1392], [-0.1055, -1.8430, -0.5036], [0.2237, 0.2984, 0.0820], [0.1535, 0.0668, -0.1749], [0.1089, 0.1731, -0.4270], [-0.0816, 0.3448, 0.0758], [0.0606, 0.1403, -0.0317], [-1.9070, 1.7686, 4.0911], [-0.0427, 0.1268, -0.3427], [0.0522, 0.1645, 0.2369], [0.1438, -0.3147, -0.1392], [-0.0996, -0.1743, 0.1784], [0.1072, -0.0998, -0.1718], [-0.1078, 0.2890, -0.0237], [0.0251, -0.0977, 0.0344], [0.1917, 0.3809, -0.0379], [-0.1160, -0.0330, -0.0393], [-0.1979, -0.1258, 0.1225], [0.1775, 0.0541, 0.0305], [-0.0900, 0.0033, -0.2238], [-0.2507, -0.1316, -0.2761], [-0.0565, 0.2245, 0.1890], [0.2057, 0.0084, -0.2754], [-0.2109, 1.1219, 1.8783], [0.1079, -0.0520, 0.0622], [-0.0931, -0.0056, 0.0107], [-0.0263, 0.3661, 0.1810]], "nbo_charge": [-0.61, 0.27, 0.24, 0.14, -0.43, 0.20, 0.21, -0.61, 0.25, 0.23, 0.22, -0.05, 0.02, -0.09, -0.04, -0.03, -0.66, -0.65, -0.65, -0.67, -0.66, 1.24, 0.25, 0.28, 0.24, 0.25, 0.24, 0.29, 0.24, 0.29, 0.25, 0.25, 0.29, 0.24, 0.24, 0.28, 0.24, -1.03, 0.43, 0.44, 0.43]}